[1]
{"formula": "C51H49N8O6PSTi", "method": "wB97M-V/def2-TZVPD", "energy_ha": -4451.54888, "spin_multiplicity": 2, "max_force_ev_per_a": 3.4, "charge": -1, "symbols": ["Ti", "C", "O", "C", "C", "C", "C", "C", "C", "N", "N", "C", "O", "C", "C", "C", "C", "C", "C", "C", "O", "H", "H", "H", "H", "H", "H", "H", "H", "H", "H", "H", "H", "O", "S", "O", "O", "C", "C", "C", "C", "C", "C", "P", "C", "C", "C", "C", "C", "C", "C", "C", "C", "C", "C", "C", "H", "H", "H", "H", "H", "H", "H", "H", "H", "H", "H", "H", "H", "H", "C", "N", "C", "C", "C", "C", "C", "N", "C", "C", "C", "C", "C", "C", "H", "H", "H", "H", "H", "H", "H", "H", "H", "H", "H", "C", "N", "C", "N", "C", "N", "C", "N", "C", "C", "H", "H", "H", "H", "H", "H", "H", "H", "H", "H", "H", "H"], "positions_angstrom": [[-0.466, 0.561, 0.836], [-3.113, -2.489, -3.122], [-2.623, -1.989, -1.891], [-3.478, -1.265, -1.126], [-4.837, -1.168, -1.339], [-5.622, -0.378, -0.486], [-5.030, 0.297, 0.554], [-3.651, 0.212, 0.778], [-3.091, 1.025, 1.875], [-1.837, 1.141, 2.089], [-1.391, 2.083, 3.063], [-0.224, 2.509, 2.724], [0.430, 2.093, 1.679], [0.378, 3.621, 3.524], [-0.172, 3.997, 4.740], [0.378, 5.054, 5.453], [1.474, 5.744, 4.946], [2.020, 5.368, 3.728], [1.471, 4.299, 3.018], [-2.869, -0.581, -0.065], [-1.557, -0.705, 0.128], [-2.253, -2.875, -3.664], [-3.582, -1.698, -3.713], [-3.832, -3.297, -2.969], [-5.306, -1.702, -2.153], [-6.687, -0.290, -0.661], [-5.624, 0.928, 1.209], [-3.763, 1.615, 2.488], [-1.032, 3.452, 5.114], [-0.052, 5.343, 6.404], [1.898, 6.573, 5.501], [2.870, 5.903, 3.321], [1.879, 3.999, 2.059], [-2.069, 3.608, -1.944], [-1.427, 3.232, -0.715], [-2.115, 3.602, 0.492], [-1.022, 1.774, -0.738], [0.147, 4.062, -0.678], [0.028, 5.449, -0.588], [1.151, 6.252, -0.604], [2.401, 5.663, -0.716], [2.522, 4.282, -0.814], [1.411, 3.441, -0.793], [1.593, 1.589, -1.064], [3.414, 1.364, -0.989], [4.138, 0.714, -1.985], [5.477, 0.379, -1.797], [6.114, 0.690, -0.604], [5.403, 1.338, 0.403], [4.066, 1.664, 0.215], [1.275, 1.657, -2.898], [0.135, 1.066, -3.441], [-0.162, 1.208, -4.795], [0.682, 1.931, -5.624], [1.825, 2.523, -5.096], [2.108, 2.395, -3.743], [-0.963, 5.883, -0.501], [1.053, 7.331, -0.532], [3.294, 6.278, -0.738], [3.515, 3.859, -0.899], [3.655, 0.463, -2.924], [6.019, -0.133, -2.585], [7.155, 0.423, -0.455], [5.886, 1.575, 1.345], [3.517, 2.156, 1.014], [-0.547, 0.519, -2.800], [-1.068, 0.762, -5.191], [0.446, 2.047, -6.676], [2.487, 3.098, -5.732], [2.985, 2.887, -3.339], [-3.365, -2.562, 3.231], [-2.171, -1.850, 2.824], [-1.075, -2.166, 3.381], [0.255, -1.637, 3.076], [1.394, -2.094, 3.721], [2.490, -1.401, 3.165], [1.945, -0.569, 2.199], [0.590, -0.692, 2.120], [-3.892, -3.413, 2.087], [-5.260, -3.598, 1.907], [-5.744, -4.413, 0.888], [-4.856, -5.054, 0.028], [-3.485, -4.869, 0.196], [-3.011, -4.056, 1.219], [-4.141, -1.839, 3.495], [-3.194, -3.197, 4.108], [-1.062, -2.915, 4.181], [1.409, -2.838, 4.510], [3.541, -1.497, 3.415], [2.479, 0.096, 1.541], [-5.958, -3.087, 2.570], [-6.814, -4.544, 0.763], [-5.230, -5.690, -0.767], [-2.779, -5.357, -0.468], [-1.946, -3.902, 1.341], [1.026, -1.798, -2.024], [1.213, -2.031, -0.588], [2.620, -2.388, -0.361], [3.017, -3.585, -1.131], [2.778, -3.314, -2.555], [1.379, -2.975, -2.841], [0.535, -4.093, -2.385], [0.703, -4.383, -0.954], [0.366, -3.159, -0.200], [2.126, -4.685, -0.723], [1.644, -0.958, -2.342], [-0.026, -1.559, -2.196], [2.762, -2.588, 0.699], [3.257, -1.548, -0.646], [3.052, -4.198, -3.134], [3.413, -2.481, -2.864], [0.795, -4.984, -2.959], [-0.514, -3.843, -2.569], [0.504, -3.341, 0.869], [-0.673, -2.891, -0.387], [2.391, -5.579, -1.289], [2.277, -4.881, 0.339]], "forces_ev_per_angstrom": [[3.031, -0.828, -1.342], [0.015, 0.085, 0.219], [0.241, -0.297, -0.528], [-0.298, -0.017, -0.021], [-0.155, 0.099, 0.152], [0.036, -0.119, -0.136], [-0.176, 0.113, 0.100], [-0.106, 0.482, 0.630], [-0.147, -0.276, -0.205], [-0.597, 1.138, 1.015], [-1.120, -0.657, -0.063], [0.396, 0.430, -0.148], [0.158, 0.839, 0.625], [-0.221, -0.508, -0.221], [-0.097, 0.162, 0.390], [-0.072, -0.127, -0.075], [0.011, 0.010, -0.016], [-0.112, -0.219, -0.129], [0.376, 0.371, -0.032], [0.714, 0.005, 0.515], [-1.724, -1.010, -0.881], [0.042, -0.007, 0.003], [-0.007, 0.039, 0.007], [-0.058, -0.043, 0.041], [0.003, 0.000, -0.014], [0.050, -0.040, 0.007], [0.031, -0.053, -0.064], [-0.153, -0.046, 0.052], [0.093, 0.081, -0.042], [0.009, 0.001, -0.008], [-0.010, -0.032, -0.021], [-0.007, -0.002, 0.002], [-0.040, 0.029, 0.067], [0.061, 0.040, -0.271], [0.200, -0.799, -0.119], [-0.034, 0.076, 0.183], [-0.657, 1.150, -0.239], [0.406, 0.166, -0.147], [0.018, -0.318, 0.070], [0.139, 0.115, 0.022], [0.038, 0.002, 0.000], [0.064, 0.041, 0.072], [-0.478, 0.057, -0.087], [-0.129, 0.598, -0.365], [0.073, -0.004, 0.175], [0.127, -0.055, -0.078], [-0.104, 0.042, 0.038], [-0.062, 0.027, 0.019], [-0.084, -0.026, -0.060], [0.051, -0.038, -0.029], [-0.027, 0.010, 0.067], [-0.035, -0.005, -0.022], [0.043, 0.010, 0.126], [0.020, -0.017, 0.057], [-0.054, -0.053, 0.101], [-0.044, 0.016, -0.055], [0.076, -0.064, -0.007], [0.018, -0.107, -0.003], [-0.041, -0.044, 0.012], [-0.038, 0.017, -0.043], [0.043, -0.015, 0.053], [-0.034, 0.026, 0.032], [-0.080, 0.025, -0.002], [-0.035, -0.004, -0.059], [0.016, -0.057, -0.037], [0.041, 0.081, -0.018], [0.078, 0.020, 0.033], [0.014, -0.015, 0.047], [-0.022, -0.006, 0.020], [-0.007, -0.001, 0.011], [0.105, 0.147, -0.431], [-0.045, -0.033, 0.020], [0.304, 0.375, -0.196], [-0.455, 0.070, -0.212], [0.329, -0.031, 0.133], [-0.103, -0.111, 0.036], [-0.314, -0.125, 0.131], [0.547, -0.677, 1.054], [-0.003, -0.088, 0.059], [-0.061, 0.014, -0.036], [0.116, -0.009, -0.006], [0.085, 0.127, 0.146], [-0.123, 0.040, 0.045], [-0.068, -0.022, -0.073], [0.004, 0.058, 0.027], [0.057, -0.129, 0.137], [0.049, -0.162, 0.125], [0.013, 0.082, -0.094], [-0.192, 0.021, -0.029], [-0.021, 0.111, -0.062], [0.089, -0.070, -0.104], [0.086, 0.024, 0.001], [0.009, 0.022, 0.010], [-0.042, 0.047, 0.044], [-0.038, -0.003, -0.025], [-0.133, -0.288, 0.141], [0.232, 0.118, -0.470], [-0.215, -0.223, -0.075], [-0.191, -0.011, 0.009], [-0.149, 0.037, 0.180], [-0.061, -0.085, 0.150], [0.092, 0.171, 0.184], [0.187, 0.050, -0.089], [0.094, -0.035, 0.031], [-0.106, 0.273, -0.072], [0.054, -0.013, -0.010], [0.043, 0.025, 0.015], [0.012, 0.009, 0.048], [0.010, 0.002, -0.030], [0.024, -0.070, -0.038], [0.002, 0.024, 0.001], [0.019, -0.076, -0.052], [0.080, 0.005, 0.030], [-0.004, -0.010, -0.008], [-0.003, -0.010, 0.008], [0.030, -0.080, -0.058], [-0.008, 0.012, 0.029]]}

[2]
{"formula": "C51H50CrF2N8", "method": "wB97M-V/def2-TZVPD", "energy_ha": -3655.79103, "spin_multiplicity": 2, "max_force_ev_per_a": 2.4, "charge": -1, "symbols": ["Cr", "C", "C", "C", "C", "C", "C", "C", "C", "C", "C", "C", "C", "C", "C", "C", "C", "N", "C", "C", "C", "N", "C", "C", "C", "N", "C", "C", "C", "C", "C", "C", "C", "C", "C", "C", "C", "C", "N", "C", "C", "H", "H", "H", "H", "H", "H", "H", "H", "H", "H", "H", "H", "H", "H", "H", "H", "H", "H", "H", "H", "H", "H", "H", "H", "H", "H", "H", "H", "H", "H", "H", "H", "H", "H", "H", "H", "H", "H", "H", "H", "H", "H", "H", "H", "F", "C", "C", "C", "C", "C", "F", "C", "C", "C", "C", "C", "C", "N", "H", "H", "H", "H", "H", "H", "N", "C", "C", "C", "N", "C", "N"], "positions_angstrom": [[0.272, 0.440, -0.145], [6.143, 0.426, 1.273], [5.322, -0.607, 2.061], [3.857, -0.293, 2.052], [3.133, 0.355, 2.999], [3.604, 0.872, 4.326], [3.516, -0.183, 5.440], [1.779, 0.429, 2.497], [0.701, 0.811, 3.261], [-0.629, 0.618, 2.931], [-1.716, 0.895, 3.854], [-1.562, 1.459, 5.236], [-1.200, 0.392, 6.284], [-2.843, 0.494, 3.225], [-2.418, -0.001, 1.918], [-3.269, -0.558, 0.990], [-2.885, -1.022, -0.255], [-1.602, -1.046, -0.724], [-1.729, -1.497, -2.001], [-0.663, -1.767, -2.832], [0.650, -1.724, -2.437], [1.089, -1.251, -1.239], [2.416, -1.565, -1.205], [3.281, -1.283, -0.169], [2.947, -0.593, 0.975], [1.699, -0.105, 1.237], [2.837, -2.212, -2.434], [1.736, -2.287, -3.216], [1.623, -2.821, -4.610], [1.649, -1.694, -5.654], [4.218, -2.715, -2.731], [4.496, -4.095, -2.112], [-3.116, -1.745, -2.365], [-3.839, -1.471, -1.259], [-5.329, -1.507, -1.095], [-5.977, -0.127, -1.278], [-3.601, -2.248, -3.693], [-3.555, -3.780, -3.796], [-1.079, 0.123, 1.743], [-4.254, 0.536, 3.729], [-4.732, -0.806, 4.308], [7.218, 0.244, 1.377], [5.929, 1.436, 1.632], [5.891, 0.396, 0.206], [5.678, -0.647, 3.092], [5.488, -1.601, 1.638], [3.015, 1.746, 4.605], [4.635, 1.216, 4.227], [2.486, -0.533, 5.557], [3.853, 0.222, 6.400], [4.134, -1.053, 5.198], [0.911, 1.207, 4.250], [-2.490, 1.956, 5.520], [-0.797, 2.238, 5.230], [-1.999, -0.351, 6.365], [-1.044, 0.837, 7.273], [-0.287, -0.138, 5.997], [-4.325, -0.602, 1.243], [-0.876, -2.154, -3.825], [4.313, -1.604, -0.277], [0.701, -3.398, -4.716], [2.443, -3.515, -4.801], [0.840, -0.979, -5.474], [1.544, -2.087, -6.671], [2.591, -1.139, -5.594], [4.957, -1.995, -2.368], [4.354, -2.770, -3.813], [4.354, -4.065, -1.028], [5.520, -4.429, -2.317], [3.803, -4.841, -2.514], [-5.585, -1.895, -0.106], [-5.756, -2.204, -1.819], [-5.577, 0.583, -0.547], [-7.064, -0.173, -1.155], [-5.757, 0.268, -2.275], [-2.995, -1.813, -4.491], [-4.624, -1.903, -3.860], [-2.533, -4.145, -3.656], [-3.914, -4.127, -4.771], [-4.176, -4.234, -3.019], [-4.920, 0.838, 2.918], [-4.333, 1.313, 4.491], [-4.665, -1.600, 3.558], [-5.770, -0.744, 4.652], [-4.108, -1.103, 5.157], [4.999, 1.860, -2.525], [3.659, 1.745, -2.619], [2.936, 1.468, -1.483], [1.550, 1.315, -1.557], [0.937, 1.602, -2.788], [1.715, 1.820, -3.909], [1.125, 1.996, -5.114], [3.089, 1.884, -3.867], [-0.508, 1.837, -2.701], [-1.261, 2.563, -3.625], [-2.528, 2.978, -3.280], [-3.014, 2.682, -2.017], [-2.220, 1.932, -1.174], [-1.011, 1.479, -1.517], [3.472, 1.357, -0.545], [3.679, 2.062, -4.759], [-0.828, 2.829, -4.579], [-3.116, 3.570, -3.974], [-3.983, 3.029, -1.679], [-2.552, 1.686, -0.178], [0.188, 2.258, 0.674], [0.013, 3.266, 1.183], [-0.286, 4.467, 1.856], [0.534, 5.627, 1.693], [1.193, 6.569, 1.564], [-1.428, 4.493, 2.723], [-2.348, 4.503, 3.429]], "forces_ev_per_angstrom": [[-1.168, -2.077, -0.200], [0.011, -0.022, -0.057], [-0.021, 0.105, -0.111], [0.165, -0.162, -0.067], [-0.066, 0.188, 0.082], [-0.093, -0.208, 0.037], [-0.016, -0.002, -0.055], [0.159, -0.270, -0.177], [-0.096, 0.187, 0.266], [0.020, 0.179, -0.035], [0.217, -0.112, 0.159], [0.080, -0.155, -0.026], [-0.041, 0.017, -0.076], [-0.131, -0.071, -0.243], [-0.067, 0.040, 0.197], [-0.329, 0.037, -0.141], [0.095, 0.084, 0.058], [-0.479, 0.237, -0.331], [-0.053, 0.011, 0.057], [-0.232, -0.088, -0.385], [0.247, 0.133, -0.064], [0.478, 0.104, -0.024], [0.047, -0.128, -0.077], [0.264, -0.064, -0.135], [-0.172, 0.077, 0.087], [0.440, 0.232, 0.244], [0.134, -0.043, 0.157], [-0.116, -0.048, -0.032], [-0.034, 0.182, -0.053], [0.005, -0.003, 0.040], [-0.026, -0.084, 0.111], [-0.024, 0.034, -0.014], [0.272, -0.044, -0.223], [-0.126, 0.194, 0.302], [0.027, 0.067, 0.064], [0.054, 0.027, -0.002], [0.095, -0.110, 0.088], [0.021, 0.009, 0.007], [0.405, 0.417, 0.440], [0.026, -0.181, -0.015], [0.038, 0.023, -0.003], [-0.135, 0.002, -0.027], [0.027, -0.071, -0.024], [0.013, 0.024, 0.164], [0.015, 0.005, 0.053], [0.030, -0.030, 0.029], [0.005, 0.050, 0.017], [0.047, 0.009, 0.015], [0.108, 0.038, -0.017], [-0.030, -0.023, -0.090], [-0.068, 0.084, 0.017], [-0.028, -0.021, -0.117], [-0.020, 0.041, 0.021], [-0.025, 0.031, -0.018], [0.072, 0.047, -0.001], [-0.029, -0.027, -0.135], [-0.071, 0.044, 0.033], [0.100, -0.003, -0.041], [0.005, 0.077, 0.095], [-0.100, 0.028, 0.007], [-0.002, -0.016, -0.008], [0.027, -0.034, -0.014], [0.076, -0.065, -0.010], [0.006, 0.022, 0.082], [-0.097, -0.048, 0.005], [0.009, -0.004, -0.015], [0.012, 0.012, -0.019], [0.013, -0.008, -0.094], [-0.143, 0.066, 0.015], [0.074, 0.083, 0.049], [-0.008, -0.023, -0.011], [-0.010, -0.034, -0.014], [-0.046, -0.057, -0.086], [0.117, -0.012, -0.014], [-0.022, -0.025, 0.091], [-0.018, 0.018, -0.023], [-0.002, 0.007, 0.006], [-0.104, 0.037, -0.004], [0.035, 0.046, 0.092], [0.052, 0.029, -0.060], [-0.030, 0.006, -0.014], [0.000, -0.001, 0.005], [-0.001, 0.085, 0.077], [0.111, 0.007, -0.044], [-0.059, 0.032, -0.097], [0.343, 0.027, 0.007], [-0.113, -0.024, 0.027], [-0.153, -0.069, 0.293], [0.314, 0.058, 0.176], [-0.162, -0.062, 0.057], [0.140, 0.086, 0.008], [-0.064, 0.034, -0.303], [0.066, 0.028, -0.217], [0.254, -0.011, -0.199], [0.030, -0.047, -0.177], [-0.075, 0.111, -0.129], [-0.151, -0.036, 0.125], [-0.011, -0.251, -0.004], [-0.358, 0.394, 0.091], [-0.063, -0.008, -0.130], [-0.072, -0.015, 0.115], [-0.051, -0.018, 0.085], [0.043, -0.067, 0.043], [0.082, -0.034, -0.021], [-0.020, -0.081, 0.139], [0.333, -0.313, -0.339], [-0.423, 1.776, 0.919], [-0.061, 0.061, 0.111], [-0.347, -0.474, 0.036], [-0.094, -0.146, 0.027], [0.399, -0.048, -0.217], [0.296, -0.009, -0.248]]}